This record from the Open Molecules 2025 dataset describes C2H4N2S2 in the gas phase. The level of theory is ωB97M-V/def2-TZVPD.

## Properties
- E_LUMO: 0.57 eV
- SMILES string: C=NS/C=N\S
- E_HOMO: -8.70 eV

Each line ends with the natural charge from an NBO analysis.
Positions of all 10 atoms, in Å:
1 C 1.183 0.974 -0.028  -0.0872
2 C -2.457 -0.420 0.027  -0.0604
3 H 2.160 -1.349 0.261  0.0876
4 H 0.591 1.919 -0.019  0.2195
5 H -2.390 -1.500 -0.009  0.1594
6 H -3.441 -0.004 0.089  0.1854
7 N 2.452 0.932 -0.064  -0.5608
8 N -1.469 0.380 -0.049  -0.5284
9 S 3.301 -0.555 -0.037  0.2017
10 S 0.068 -0.377 -0.172  0.3831